{"formula": "C36H37F2N4O6PSTl", "method": "ωB97M-V/def2-TZVPD", "homo_ev": -3.7, "homo_lumo_gap_ev": 5.69, "e_above_lowest_ev": 0.6699, "e_tot_ev": -86432.390, "total_charge": -1, "elements": ["Tl", "N", "C", "C", "C", "C", "C", "C", "P", "C", "C", "C", "C", "C", "C", "C", "C", "C", "C", "C", "C", "H", "H", "H", "H", "H", "H", "H", "H", "H", "H", "H", "H", "H", "H", "H", "H", "O", "C", "N", "C", "O", "C", "C", "C", "C", "N", "C", "H", "H", "H", "H", "H", "H", "H", "H", "C", "C", "C", "C", "C", "C", "C", "S", "O", "O", "N", "C", "C", "C", "O", "O", "H", "H", "H", "H", "H", "H", "H", "H", "H", "H", "H", "H", "F", "C", "F", "H"], "positions_angstrom": [[0.134661, -0.342164, -0.836366], [2.582624, 0.318432, 0.403773], [2.931434, 0.123467, 1.759840], [4.270937, -0.021568, 2.142849], [4.630559, -0.140705, 3.471032], [3.653502, -0.100103, 4.461490], [2.327021, 0.011088, 4.088865], [1.944446, 0.084497, 2.748704], [0.160642, 0.029069, 2.294618], [-0.374950, -1.493763, 3.174480], [-1.735188, -1.653969, 3.450193], [-2.214633, -2.807389, 4.049608], [-1.335575, -3.832798, 4.374667], [0.012302, -3.696231, 4.079858], [0.489987, -2.538983, 3.480231], [-0.457204, 1.353898, 3.437525], [-0.962851, 1.152046, 4.720749], [-1.360563, 2.228537, 5.505153], [-1.261538, 3.524329, 5.021594], [-0.758803, 3.736520, 3.744413], [-0.361704, 2.663995, 2.959663], [3.352384, 0.076415, -0.207202], [2.352637, 1.301460, 0.195090], [5.032662, -0.014831, 1.370882], [5.675514, -0.240353, 3.739676], [3.923387, -0.166261, 5.508075], [1.560455, 0.005426, 4.854729], [-2.432151, -0.853100, 3.220878], [-3.275136, -2.903792, 4.253775], [-1.701818, -4.736145, 4.847072], [0.699621, -4.504846, 4.297554], [1.537198, -2.464701, 3.218433], [-1.048529, 0.153037, 5.128358], [-1.746348, 2.047121, 6.502040], [-1.575348, 4.361084, 5.634178], [-0.679905, 4.743123, 3.350416], [0.007483, 2.824537, 1.950682], [-7.866536, -3.736831, -0.315356], [-6.799795, -4.053130, 0.581152], [-6.506882, -2.944553, 1.422225], [-5.504699, -2.010799, 1.311301], [-5.263502, -1.276832, 2.247476], [-4.697040, -1.961281, 0.059495], [-5.207780, -2.131231, -1.218847], [-4.342194, -2.051250, -2.295914], [-3.003399, -1.782889, -2.057472], [-2.512234, -1.573780, -0.838811], [-3.343349, -1.661574, 0.188598], [-7.872269, -4.386176, -1.026184], [-5.902514, -4.341882, 0.034186], [-7.103000, -4.885232, 1.218830], [-7.040632, -2.845640, 2.271082], [-6.267976, -2.289392, -1.373150], [-4.699692, -2.183039, -3.308406], [-2.291305, -1.703343, -2.873893], [-2.909590, -1.535651, 1.170827], [-5.496160, 3.619494, 2.389087], [-4.776263, 3.802861, 1.082718], [-5.108982, 4.863773, 0.249503], [-4.469347, 5.043609, -0.958114], [-3.482068, 4.144921, -1.347580], [-3.133108, 3.069602, -0.546840], [-3.784806, 2.911424, 0.671804], [-2.644907, 4.477732, -2.864118], [-3.514400, 5.299697, -3.663598], [-2.120829, 3.250750, -3.382868], [-1.389952, 5.452252, -2.430148], [-0.446294, 5.008673, -1.359446], [0.655537, 4.064225, -1.853657], [1.130096, 2.978188, -0.859434], [2.317160, 2.614184, -0.983599], [0.312212, 2.470779, -0.043625], [-5.741813, 4.583264, 2.839311], [-4.898690, 3.039965, 3.088611], [-6.424528, 3.071421, 2.234575], [-5.881999, 5.560982, 0.555076], [-4.726431, 5.864893, -1.614835], [-2.344579, 2.391174, -0.850288], [-3.514510, 2.086907, 1.319507], [-1.805604, 6.359180, -2.253011], [-0.978827, 4.528341, -0.538001], [0.004258, 5.918158, -0.962058], [1.527259, 4.633596, -2.172180], [0.281054, 3.501248, -2.710358], [-0.546938, -3.359069, 0.679635], [0.490334, -2.760613, -0.085670], [1.674777, -3.229299, 0.532478], [0.451726, -3.344083, -1.025188]], "atomic_forces_ev_per_a": [[0.17, -0.22, -0.13], [0.15, -0.48, 0.61], [-0.02, 0.00, -0.30], [0.05, -0.02, -0.02], [-0.06, 0.02, -0.01], [0.02, 0.01, -0.01], [0.02, -0.06, 0.02], [-0.11, 0.00, 0.02], [0.00, 0.04, 0.32], [-0.09, 0.09, 0.07], [0.02, 0.08, 0.05], [-0.01, -0.03, -0.03], [0.01, 0.02, -0.02], [0.00, -0.02, -0.03], [0.01, 0.00, -0.05], [-0.02, 0.02, -0.05], [0.04, -0.01, 0.04], [-0.01, -0.03, 0.02], [0.01, -0.01, -0.03], [0.00, 0.00, 0.03], [-0.05, -0.06, -0.14], [0.04, 0.05, 0.00], [-0.08, 0.02, -0.27], [-0.01, 0.01, 0.01], [0.00, -0.01, -0.01], [0.00, -0.01, -0.01], [-0.02, 0.02, 0.00], [0.00, -0.03, -0.02], [0.03, 0.02, 0.01], [0.00, -0.01, -0.02], [0.00, 0.02, 0.01], [-0.01, -0.01, 0.03], [0.01, -0.03, -0.04], [0.00, 0.00, -0.02], [0.00, 0.00, 0.00], [0.00, -0.01, 0.00], [-0.01, 0.03, 0.02], [0.07, 0.07, 0.00], [0.02, -0.02, 0.01], [-0.18, 0.02, -0.10], [0.10, -0.18, 0.04], [-0.02, 0.23, 0.12], [0.04, 0.07, -0.02], [-0.12, 0.02, -0.07], [0.01, -0.03, -0.10], [0.02, 0.13, 0.06], [-0.17, -0.04, -0.12], [0.13, -0.23, 0.06], [-0.01, -0.03, 0.03], [0.02, 0.03, -0.05], [-0.01, -0.06, 0.01], [0.04, 0.00, 0.03], [0.02, -0.06, 0.03], [0.00, 0.03, 0.00], [-0.05, 0.02, 0.01], [0.00, 0.07, 0.04], [0.07, -0.04, -0.01], [0.16, -0.21, 0.01], [-0.13, 0.15, 0.04], [0.09, -0.01, -0.13], [-0.22, 0.06, -0.10], [-0.01, 0.00, 0.16], [-0.08, 0.06, 0.01], [0.15, -0.14, 0.03], [0.11, 0.04, 0.00], [0.01, 0.03, 0.10], [0.12, -0.06, 0.14], [0.07, -0.29, -0.13], [-0.23, 0.00, 0.09], [-0.18, -0.02, 0.20], [0.24, 0.31, -0.19], [-0.18, 0.68, -0.24], [0.01, -0.06, 0.01], [0.07, 0.01, 0.08], [-0.13, -0.02, -0.01], [0.01, -0.01, 0.01], [-0.02, -0.03, 0.02], [0.02, -0.02, 0.01], [0.05, -0.04, 0.01], [0.21, 0.08, 0.02], [-0.10, -0.06, 0.05], [-0.08, 0.06, -0.03], [0.01, -0.08, -0.10], [0.01, 0.03, -0.07], [0.09, 0.04, -0.01], [-0.10, 0.05, 0.03], [-0.06, 0.08, 0.01], [0.05, -0.03, -0.03]]}